# 1
C31H67B3FN3O13PS | ωB97M-V/def2-TZVPD

Calculated values
- total energy (Eh) = -3277.3575
- charge = +1
- E_HOMO (eV) = -11.001

Last column: Mulliken charge in e.
Cartesian coordinates (Å):
C1 6.8322 -0.1935 3.0817  -0.503
C2 6.9469 -0.6833 1.5208  -0.638
C3 5.5466 -0.6123 0.6667  -0.229
C4 4.8504 0.8708 0.6001  0.333
C5 4.3121 1.3150 -0.8897  -0.809
C6 3.2874 0.2439 -1.5953  -0.198
C7 1.6838 0.7121 -1.5141  -0.512
C8 1.2517 0.5441 0.0602  -0.027
C9 -0.2581 1.1208 0.4158  -0.539
C10 -1.4359 -0.0719 0.3826  -0.503
O1 -1.3035 -0.4832 -1.0121  -0.065
B1 -1.0208 -1.8912 -1.2442  0.546
O2 -1.9606 -2.8629 -1.9077  -0.550
O3 0.3099 -2.4883 -0.8692  -0.549
N1 -1.3722 -1.1330 1.5025  1.692
O4 -0.3335 -1.7575 2.0693  -0.111
B2 0.2564 -1.0411 3.2058  0.186
O5 1.6673 -0.5538 3.0926  -0.411
O6 -0.4545 -0.8090 4.4956  -0.526
C11 -2.6559 -1.5128 1.9097  -2.352
B3 -3.1841 -2.6022 3.0124  1.297
N2 -3.7656 -3.9324 2.5029  -0.522
O7 -3.1928 -2.4018 4.4765  -0.534
C12 -3.8552 -0.6553 1.1184  0.921
S1 -5.1417 -0.5394 2.4626  -0.054
C13 -4.4018 -1.6520 -0.0503  0.211
C14 -6.0299 -1.7603 -0.2039  -0.904
C15 -6.6591 -3.0807 0.6089  -0.165
N3 -8.1674 -3.0393 0.7281  -0.705
C16 -2.9084 0.6508 0.7392  0.652
C17 -2.8718 1.9184 1.8304  -0.610
F1 -4.2208 2.5481 2.0232  -0.413
C18 -2.3226 1.5357 3.3149  0.448
C19 -2.8953 2.7393 4.3298  -1.143
P1 -3.8492 1.5496 -0.6848  1.137
O8 -3.4519 3.1092 -0.8064  -0.765
O9 -3.6338 0.8985 -2.2723  -0.515
O10 -5.6084 1.5829 -0.4261  -0.556
H1 6.9577 0.9868 3.1712  -0.044
H2 5.8515 -0.5684 3.6380  0.145
H3 7.7450 -0.6706 3.6610  0.318
H4 7.8500 -0.1096 1.0332  0.271
H5 7.2614 -1.8298 1.5520  0.314
H6 5.7779 -1.0155 -0.4192  0.117
H7 4.7796 -1.3321 1.2313  0.092
H8 4.0323 0.9662 1.4548  -0.088
H9 5.6975 1.6548 0.9014  0.081
H10 5.2351 1.6224 -1.5402  0.306
H11 3.6792 2.3131 -0.7206  0.216
H12 3.3496 -0.8041 -1.0518  0.114
H13 3.6264 0.0905 -2.7116  0.290
H14 1.0266 0.0764 -2.2459  0.033
H15 1.6269 1.8324 -1.8497  0.411
H16 1.4363 -0.5585 0.4789  0.068
H17 2.0107 1.2245 0.6818  0.071
H18 -0.1405 1.5905 1.5072  -0.010
H19 -0.5238 1.9358 -0.3993  0.584
H20 -1.5649 -3.1752 -2.7831  0.297
H21 0.0942 -3.4505 -0.6734  0.258
H22 1.6548 0.4398 3.2228  0.298
H23 -0.1572 0.0946 4.8245  0.299
H24 -3.6842 -4.6763 3.2320  0.213
H25 -3.2526 -4.2046 1.6158  0.239
H26 -2.6432 -3.1494 4.8838  0.304
H27 -4.8994 0.4893 3.3804  0.156
H28 -3.9874 -1.4081 -1.1434  0.321
H29 -4.0262 -2.7695 0.1446  -0.076
H30 -6.2314 -2.0141 -1.3538  0.274
H31 -6.6237 -0.7754 0.0058  0.340
H32 -6.2801 -4.0807 0.1062  0.306
H33 -6.2424 -3.1171 1.7267  0.135
H34 -8.3672 -2.2392 1.3978  0.272
H35 -8.4807 -3.9116 1.2478  0.289
H36 -2.1867 2.8174 1.4450  0.582
H37 -1.1375 1.6075 3.4410  0.014
H38 -2.7505 0.5412 3.7773  -0.264
H39 -2.8655 3.7989 3.8236  0.323
H40 -2.2216 2.7310 5.3096  0.347
H41 -3.9957 2.4255 4.5831  0.243
H42 -4.5045 0.5150 -2.6006  0.235
H43 -6.0696 1.2715 -1.2826  0.304
C20 4.2863 -4.1485 -3.1139  -0.518
C21 2.7894 -4.0367 -3.2462  -0.443
C22 2.6124 -2.5820 -3.6231  0.707
O11 3.7839 -2.1963 -4.3552  -0.461
C23 4.7709 -3.2271 -4.2118  -0.474
H44 4.6616 -5.1697 -3.2178  0.378
H45 4.6022 -3.7642 -2.1367  0.163
H46 2.4403 -4.6794 -4.0631  0.319
H47 2.2458 -4.3115 -2.3388  0.181
H48 2.5495 -1.9458 -2.7340  -0.725
H49 1.7227 -2.4131 -4.2366  0.264
H50 4.8440 -3.7549 -5.1689  0.290
H51 5.7422 -2.7787 -3.9854  0.294
C24 -6.3329 0.4557 -7.2127  -0.560
C25 -6.0958 1.8664 -6.7391  -0.575
C26 -6.0356 1.6907 -5.2374  -0.420
O12 -5.5142 0.3771 -4.9928  -0.289
C27 -5.5135 -0.3505 -6.2288  -0.514
H52 -6.0397 0.2857 -8.2517  0.330
H53 -7.3950 0.2033 -7.1098  0.259
H54 -5.1293 2.2253 -7.1123  0.279
H55 -6.8680 2.5723 -7.0555  0.346
H56 -7.0342 1.7423 -4.7908  0.303
H57 -5.3978 2.4360 -4.7534  0.267
H58 -4.4738 -0.4434 -6.5611  0.306
H59 -5.9190 -1.3530 -6.0669  0.268
C28 6.9966 5.1807 4.4437  -0.593
C29 7.9431 5.5752 3.3395  -0.548
C30 7.9920 4.3175 2.4997  -0.487
O13 6.7175 3.6745 2.6388  -0.292
C31 6.0039 4.3044 3.7118  -0.353
H60 6.5266 6.0310 4.9444  0.339
H61 7.5312 4.5908 5.1977  0.269
H62 7.5109 6.3971 2.7567  0.259
H63 8.9277 5.8891 3.6953  0.323
H64 8.7574 3.6248 2.8653  0.296
H65 8.1858 4.5259 1.4435  0.280
H66 5.1975 4.9010 3.2716  0.264
H67 5.5609 3.5416 4.3580  0.253



# 2
C8H18BNO2 | ωB97M-V/def2-TZVPD

Calculated values
- total energy (Eh) = -545.7580
- energy above the lowest of the compared OMol25 structures with the same formula, charge and spin (kJ/mol) = 91.9
- E_HOMO (eV) = -8.397
- SMILES = C[C@@H](N)B1OC(C)(C)C(C)(C)O1

Last column: Mulliken charge in e.
Cartesian coordinates (Å):
C1 -0.5073 -3.3997 0.1938  -1.422
C2 0.6859 -2.5631 -0.0028  0.289
N1 1.4744 -3.0091 -1.1878  -0.740
B1 0.2590 -0.9900 -0.1207  0.787
O1 -0.6173 -0.5206 0.8630  -0.503
C3 -0.6021 0.9388 0.6152  1.409
C4 -0.3878 1.6676 1.9751  -1.666
C5 -2.0671 1.1067 0.2136  -1.772
C6 0.3791 1.1489 -0.6009  1.180
C7 1.7220 1.5621 0.2292  -1.552
C8 -0.0475 2.1432 -1.6818  -1.593
O2 0.6921 -0.1659 -1.1426  -0.659
H1 -0.2290 -4.4362 0.4130  0.361
H2 -1.1561 -2.9972 0.9412  0.337
H3 -1.1161 -3.4075 -0.7237  0.336
H4 1.3233 -2.5412 0.8321  0.284
H5 0.8101 -3.2898 -1.9664  0.266
H6 2.0572 -2.2987 -1.4633  0.275
H7 0.5673 1.4810 2.5451  0.297
H8 -0.4724 2.7519 1.7459  0.375
H9 -1.0790 1.2777 2.6996  0.457
H10 -2.6862 0.4797 0.9117  0.453
H11 -2.3761 2.2276 0.3593  0.300
H12 -2.3999 0.7564 -0.8413  0.293
H13 1.9215 0.8443 1.0286  0.367
H14 1.6853 2.6126 0.6412  0.325
H15 2.5219 1.5589 -0.5632  0.401
H16 -0.0958 3.1642 -1.3223  0.340
H17 -0.9796 1.8214 -2.1453  0.326
H18 0.7202 2.0758 -2.4455  0.449



# 3
C21H61N3O10 | ωB97M-V/def2-TZVPD

Calculated values
- total energy (Eh) = -1753.1271
- energy above the lowest of the compared OMol25 structures with the same formula, charge and spin (kJ/mol) = 0.0
- E_HOMO (eV) = -8.678
- SMILES = COC[C@H](C)N.COCCNCCOC.COCCNCCOC.CO.CO.CO.CO.CO

Last column: Mulliken charge in e.
Cartesian coordinates (Å):
C1 21.6876 17.8242 -6.6138  -0.869
O1 22.7972 17.3223 -5.9137  -0.516
C2 22.6378 15.9823 -5.5108  -0.441
C3 21.7566 15.8563 -4.2820  1.839
C4 22.2619 16.7379 -3.1245  -1.284
N1 21.7962 14.4637 -3.8000  -0.382
H1 20.8130 17.9028 -5.9631  0.326
H2 21.4209 17.3434 -7.5666  0.290
H3 21.9936 18.8059 -6.9970  0.396
H4 22.2286 15.3173 -6.2864  0.391
H5 23.6524 15.6263 -5.2939  0.075
H6 20.7109 16.1036 -4.4751  -0.782
H7 22.1316 17.8104 -3.2663  0.404
H8 23.3158 16.5334 -2.9179  0.134
H9 21.7282 16.3523 -2.2540  0.231
H10 22.7077 14.0810 -4.0379  -0.138
H11 21.6824 14.2806 -2.8134  0.108
C5 15.8394 19.2400 -5.9298  -0.854
O2 16.0383 17.8375 -5.9101  -0.398
C6 17.1769 17.4617 -5.1697  -0.518
C7 17.7051 16.1131 -5.6559  -1.009
N2 18.6061 16.2732 -6.8028  0.249
C8 19.2476 15.0166 -7.1900  -0.374
C9 18.2187 14.0437 -7.7810  -0.973
O3 17.5295 14.7404 -8.8064  -0.312
C10 16.6264 13.8898 -9.4576  -0.783
H12 15.0232 19.4803 -6.6035  0.242
H13 16.7689 19.7761 -6.1539  0.379
H14 15.5665 19.5771 -4.9185  0.348
H15 16.8739 17.3566 -4.1167  0.461
H16 17.9990 18.1858 -5.2009  0.240
H17 16.8276 15.5260 -5.9631  0.383
H18 18.1597 15.5414 -4.8441  0.512
H19 17.9908 16.5164 -7.5781  0.326
H20 19.7709 14.5578 -6.3465  0.087
H21 20.0144 15.1616 -7.9561  0.256
H22 17.5019 13.7296 -7.0138  0.314
H23 18.6799 13.1380 -8.1878  0.599
H24 16.3565 14.2377 -10.4535  0.241
H25 15.6576 13.7234 -8.9660  0.301
H26 17.0663 12.8900 -9.5410  0.323
C11 23.1038 10.8720 -3.2080  -0.354
O4 22.1596 10.6637 -4.2402  -0.409
C12 22.4349 11.2781 -5.4813  -0.115
C13 23.8795 11.3864 -5.9589  -0.934
N3 24.6876 12.3477 -5.2133  0.366
C14 26.1267 12.1683 -5.3872  -0.759
C15 26.9365 12.9932 -4.4200  -0.644
O5 27.2002 14.2686 -4.9625  -0.387
C16 27.1892 15.3671 -4.0661  -0.601
H27 22.7453 10.3168 -2.3406  0.286
H28 23.2261 11.9326 -2.9843  0.047
H29 24.0717 10.4246 -3.4552  0.194
H30 21.9585 12.2602 -5.5909  -0.047
H31 21.9091 10.6335 -6.1908  0.405
H32 23.8424 11.7528 -6.9936  0.437
H33 24.3334 10.3985 -5.8893  0.418
H34 24.4761 13.3149 -5.4195  -0.161
H35 26.3966 12.4024 -6.4295  0.374
H36 26.3879 11.1107 -5.2950  0.482
H37 27.8834 12.4779 -4.1891  0.385
H38 26.4978 13.1102 -3.4198  0.333
H39 27.1525 16.2487 -4.6955  0.240
H40 28.0469 15.2797 -3.3920  0.334
H41 26.2968 15.3439 -3.4258  0.196
C17 24.4801 18.4894 -9.7084  -0.200
O6 23.6007 18.6309 -10.8116  -0.506
H42 23.8756 18.1459 -8.8623  -0.113
H43 25.2728 17.7503 -9.8657  0.263
H44 24.9148 19.4367 -9.3714  0.270
H45 23.9947 19.2630 -11.4201  0.301
C18 18.7206 19.1449 -8.4060  -0.318
O7 17.5304 18.4655 -8.7687  -0.567
H46 19.3802 19.1402 -9.2742  0.293
H47 18.5160 20.1807 -8.1125  0.366
H48 19.2756 18.6579 -7.5976  -0.023
H49 16.8812 18.5902 -8.0695  0.268
C19 23.7107 17.9074 0.0246  -0.296
O8 24.8851 18.5963 0.4456  -0.548
H50 23.7525 17.8799 -1.0634  0.066
H51 23.6874 16.8715 0.3744  0.171
H52 22.8065 18.4288 0.3404  0.309
H53 24.6799 19.1491 1.2016  0.308
C20 18.6768 17.0763 -1.1978  -0.116
O9 18.0472 18.1865 -0.5757  -0.549
H54 18.6661 17.0941 -2.2976  -0.023
H55 19.7314 16.9919 -0.9422  0.072
H56 18.1274 16.1753 -0.9078  0.302
H57 17.1160 17.9792 -0.4859  0.314
C21 20.9000 13.4278 -0.0737  -0.653
O10 21.3953 14.7684 0.0539  -0.392
H58 20.2209 13.0928 0.7128  0.325
H59 20.3008 13.3664 -0.9845  0.230
H60 21.7743 12.7856 -0.2001  0.297
H61 21.8672 14.7687 0.8931  0.242



# 4
C5H5N | ωB97M-V/def2-TZVPD

Calculated values
- total energy (Eh) = -247.8679
- energy above the lowest of the compared OMol25 structures with the same formula, charge and spin (kJ/mol) = 1068.9
- E_HOMO (alpha / beta) (eV) = -9.038 / -7.928

Last column: Mulliken charge in e.
Cartesian coordinates (Å):
C1 -0.7650 0.4954 -0.6581  0.260
C2 0.0625 1.3783 0.1690  -0.538
C3 0.3200 -0.4884 -0.9033  -0.218
C4 0.8206 0.0211 0.3650  -0.340
C5 -0.4955 -0.7930 0.2925  -0.126
N1 -1.6526 -0.1986 0.1188  -0.511
H1 0.8343 2.0542 -0.1722  0.302
H2 -0.4851 1.9305 0.9818  0.269
H3 0.6153 -1.0426 -1.8582  0.374
H4 1.6977 -0.0416 0.9818  0.464
H5 -0.9523 -3.3155 0.6829  0.065



The lowest total energy belongs to which entry? C31H67B3FN3O13PS



Which formula does entry 4 have? C5H5N



Please write out number 4 again, unchanged.
C5H5N | ωB97M-V/def2-TZVPD

Calculated values
- total energy (Eh) = -247.8679
- energy above the lowest of the compared OMol25 structures with the same formula, charge and spin (kJ/mol) = 1068.9
- E_HOMO (alpha / beta) (eV) = -9.038 / -7.928

Last column: Mulliken charge in e.
Cartesian coordinates (Å):
C1 -0.7650 0.4954 -0.6581  0.260
C2 0.0625 1.3783 0.1690  -0.538
C3 0.3200 -0.4884 -0.9033  -0.218
C4 0.8206 0.0211 0.3650  -0.340
C5 -0.4955 -0.7930 0.2925  -0.126
N1 -1.6526 -0.1986 0.1188  -0.511
H1 0.8343 2.0542 -0.1722  0.302
H2 -0.4851 1.9305 0.9818  0.269
H3 0.6153 -1.0426 -1.8582  0.374
H4 1.6977 -0.0416 0.9818  0.464
H5 -0.9523 -3.3155 0.6829  0.065



Look up the total energy of the third one. -1753.1271 Eh